<a>
The ion C4H10N with charge +1. Source: OMol25; level of theory: ωB97M-V/def2-TZVPD.

The geometry in XYZ format:
```
15
C4H10N ωB97M-V/def2-TZVPD
C 1.834 0.732 -0.117
C 0.339 0.225 -0.106
C 0.490 -1.186 0.137
C -0.786 0.922 -0.112
N -2.080 0.232 0.133
H 1.889 1.810 -0.338
H 2.273 0.091 -0.774
H 2.172 0.637 0.887
H 0.854 -1.457 1.148
H 1.456 -1.389 -0.339
H -0.366 -1.836 -0.147
H -0.722 2.017 -0.233
H -2.582 -0.124 -0.653
H -2.699 0.834 0.736
H -1.940 -0.697 0.615
```

Computed properties:
Orbital gap: 10.79 eV
Net charge: +1
Structure (SMILES): CC(C)=C[NH3+]

Atom charges from the Löwdin analysis, given in e for atoms 1 to 2: 0.006 -0.306

<b>
The ion C4H10N with charge +1. Source: OMol25; level of theory: ωB97M-V/def2-TZVPD.

The geometry in XYZ format:
```
15
C4H10N ωB97M-V/def2-TZVPD
C -0.676 -0.897 -1.519
C -0.389 -0.555 -0.265
N 0.326 -1.490 0.623
C -0.599 0.823 0.322
C 0.769 1.670 0.299
H -1.260 -0.159 -2.040
H -0.542 -1.911 -1.909
H 0.749 -0.840 1.298
H -0.256 -2.150 1.148
H 0.997 -2.044 0.083
H -1.355 1.267 -0.340
H -0.902 0.776 1.377
H 0.522 2.716 0.323
H 1.318 1.416 -0.592
H 1.297 1.378 1.194
```

Computed properties:
Orbital gap: 11.04 eV
Net charge: +1
Structure (SMILES): C=C([NH3+])CC

Atom charges from the Löwdin analysis, given in e for atoms 1 to 2: 0.125 -0.336

<c>
A cluster of 2 separate species, C4H10N in total. Source: OMol25; level of theory: ωB97M-V/def2-TZVPD.

The geometry in XYZ format:
```
15
C4H10N ωB97M-V/def2-TZVPD
C 1.591 1.016 1.351
N 1.155 0.865 2.547
H 1.412 2.001 0.937
H 1.683 0.120 0.734
H 1.528 0.272 3.293
H 0.604 1.612 2.967
C -0.696 -1.718 -0.899
C -0.537 -0.420 -1.637
C -1.404 0.610 -1.630
H -1.146 -2.508 -1.495
H 0.268 -2.065 -0.510
H -1.351 -1.571 -0.032
H 0.158 -0.485 -2.478
H -1.599 1.240 -2.487
H -1.665 1.033 -0.658
```

Computed properties:
Orbital gap: 5.59 eV
Net charge: +1

Atom charges from the Löwdin analysis, given in e for atoms 1 to 2: 0.190 0.194

<d>
The ion C4H10N with charge +1. Source: OMol25; level of theory: ωB97M-V/def2-TZVPD.

The geometry in XYZ format:
```
15
C4H10N ωB97M-V/def2-TZVPD
C 0.063 0.489 -1.282
C 1.293 0.118 -0.285
C 0.715 -0.796 0.816
N -0.778 -0.418 0.883
C -1.082 0.506 -0.338
H -0.102 -0.280 -2.084
H 0.058 1.510 -1.620
H 1.303 1.291 0.257
H 2.286 0.004 -0.712
H 1.130 -0.626 1.790
H 0.795 -1.910 0.795
H -0.938 -0.058 1.848
H -1.249 -1.311 0.949
H -1.553 1.476 -0.128
H -1.942 0.005 -0.889
```

Computed properties:
Orbital gap: 12.01 eV
Net charge: +1
Structure (SMILES): C1CC[NH2+]C1

Atom charges from the Löwdin analysis, given in e for atoms 1 to 2: -0.169 -0.098

From most stable to least stable, the computed energies give <b>, <d>, <a>, <c>.

<a>
The ion C4H10N with charge +1. Source: OMol25; level of theory: ωB97M-V/def2-TZVPD.

The geometry in XYZ format:
```
15
C4H10N ωB97M-V/def2-TZVPD
C -1.917 -0.473 0.093
C -0.559 0.077 -0.522
C 0.040 1.300 0.008
C 0.542 -0.047 0.385
N 1.890 -0.468 -0.046
H -1.808 -1.600 0.217
H -2.664 -0.101 -0.567
H -2.216 -0.024 0.999
H -0.405 -0.261 -1.595
H 0.691 1.994 -0.796
H -0.499 1.861 0.831
H 0.169 -0.317 1.319
H 2.600 -0.463 0.763
H 2.252 -0.032 -0.877
H 1.884 -1.447 -0.212
```

Computed properties:
Orbital gap: 11.45 eV
Net charge: +1
Structure (SMILES): C[C@H]1C[C@@H]1[NH3+]

Atom charges from the Löwdin analysis, given in e for atoms 1 to 2: -0.020 -0.310

<b>
The ion C4H10N with charge +1. Source: OMol25; level of theory: ωB97M-V/def2-TZVPD.

The geometry in XYZ format:
```
15
C4H10N ωB97M-V/def2-TZVPD
C 0.641 1.420 -0.383
C 0.528 0.096 0.385
C -0.685 -0.425 -0.371
C 1.722 -0.737 0.164
N -2.016 -0.090 0.240
H -0.089 2.149 -0.304
H 1.305 1.201 -1.143
H 0.221 0.269 1.358
H -0.597 -0.814 -1.343
H 1.727 -0.940 -0.962
H 1.343 -1.672 0.510
H 2.681 -0.609 0.742
H -2.515 0.715 -0.306
H -1.719 0.378 1.070
H -2.546 -0.942 0.343
```

Computed properties:
Orbital gap (spin up / spin down): 8.37 / 9.08 eV
Net charge: +1

Atom charges from the Löwdin analysis, given in e for atoms 1 to 2: 0.206 -0.498

<c>
A cluster of 2 separate species, C4H10N in total. Source: OMol25; level of theory: ωB97M-V/def2-TZVPD.

The geometry in XYZ format:
```
15
C4H10N ωB97M-V/def2-TZVPD
C -1.504 -1.579 -2.128
C -1.001 -2.807 -2.137
H -2.205 -1.340 -1.328
H -1.320 -0.756 -2.802
H -1.171 -3.537 -1.361
H -0.206 -3.011 -2.848
C 1.072 0.418 1.321
C 0.320 2.687 1.317
N 1.166 1.817 1.713
H 0.018 0.145 1.211
H 1.557 0.196 0.375
H 1.373 -0.276 2.103
H -0.493 2.230 0.763
H 0.444 3.748 1.473
H 1.949 2.064 2.329
```

Computed properties:
Orbital gap: 7.09 eV
Net charge: +1

Atom charges from the Löwdin analysis, given in e for atoms 1 to 2: -0.098 -0.072

<d>
A cluster of 2 separate species, C4H10N in total. Source: OMol25; level of theory: ωB97M-V/def2-TZVPD.

The geometry in XYZ format:
```
15
C4H10N ωB97M-V/def2-TZVPD
C 0.698 0.307 -0.320
C 2.015 0.502 0.139
C -2.612 0.454 0.168
C -1.644 -0.669 -0.027
N 3.005 -0.406 0.072
H -0.058 0.975 -0.541
H 0.646 -0.615 -0.901
H -1.241 -1.442 0.720
H -2.511 0.893 1.152
H -2.400 1.332 -0.360
H -3.601 -0.191 0.099
H -1.510 -0.980 -1.039
H 2.920 -1.358 -0.208
H 2.411 1.565 0.493
H 3.882 -0.369 0.551
```

Computed properties:
Orbital gap (spin up / spin down): 6.37 / 7.33 eV
Net charge: +1

Atom charges from the Löwdin analysis, given in e for atoms 1 to 2: -0.004 -0.164

From most stable to least stable, the computed energies give <a>, <c>, <d>, <b>.

<a>
A structure of composition C29H45As2CaN9O2. Source: OMol25; level of theory: ωB97M-V/def2-TZVPD.

The geometry in XYZ format:
```
88
C29H45As2CaN9O2 ωB97M-V/def2-TZVPD
Ca -0.964 0.017 0.090
C 1.068 -4.199 -0.031
As 1.131 -2.320 0.571
C 1.868 -2.774 2.338
C 2.738 -1.888 -0.479
C 3.893 -2.637 -0.264
C 5.030 -2.445 -1.028
C 5.022 -1.501 -2.044
C 3.885 -0.744 -2.263
C 2.738 -0.917 -1.488
As 1.232 0.308 -1.748
C 2.254 1.991 -1.783
C 0.969 0.169 -3.683
H 1.983 -4.698 0.280
H 0.999 -4.253 -1.117
H 0.224 -4.728 0.413
H 2.943 -2.932 2.291
H 1.394 -3.699 2.666
H 1.660 -1.999 3.070
H 3.924 -3.378 0.525
H 5.919 -3.028 -0.828
H 5.901 -1.348 -2.657
H 3.899 0.010 -3.042
H 2.844 2.069 -2.695
H 2.926 2.059 -0.929
H 1.556 2.829 -1.749
H 1.919 0.235 -4.208
H 0.332 0.995 -4.002
H 0.484 -0.769 -3.948
O 6.411 0.164 4.439
C 5.736 -0.084 3.314
O 6.264 -0.620 2.380
C 4.289 0.318 3.245
C 3.433 0.300 4.341
C 2.070 0.490 4.175
C 1.542 0.696 2.900
C 2.419 0.786 1.817
C 3.772 0.595 1.982
N 0.169 0.757 2.610
C -0.699 1.119 3.461
C -2.127 1.154 3.126
C -3.049 1.603 4.065
C -4.389 1.671 3.717
C -4.762 1.294 2.437
C -3.776 0.848 1.567
N -2.491 0.768 1.897
H 5.911 0.664 5.093
H 3.807 0.080 5.334
H 1.418 0.425 5.036
H 2.000 0.999 0.842
H 4.451 0.621 1.139
H -0.444 1.462 4.467
H -2.726 1.901 5.054
H -5.128 2.017 4.427
H -5.795 1.344 2.121
H -4.028 0.542 0.557
N -1.146 -2.150 -2.018
C -1.995 -3.252 -1.542
C -3.088 -2.736 -0.619
N -2.477 -2.056 0.535
H -1.582 -1.707 -2.820
H -0.259 -2.515 -2.345
H -1.371 -3.942 -0.972
H -2.449 -3.823 -2.355
H -3.721 -3.577 -0.325
H -3.723 -2.020 -1.149
H -1.868 -2.718 1.007
H -3.195 -1.807 1.208
C -4.373 3.158 -3.588
N -3.709 1.904 -3.233
C -4.301 0.670 -3.729
C -2.806 1.820 -2.220
N -2.454 0.731 -1.624
N -2.243 3.037 -1.866
C -1.288 3.306 -0.899
N -0.918 4.615 -0.882
N -0.802 2.406 -0.124
H -5.044 2.969 -4.418
H -3.669 3.920 -3.928
H -4.964 3.555 -2.759
H -4.785 0.871 -4.679
H -5.050 0.258 -3.044
H -3.526 -0.075 -3.911
H -2.986 -0.066 -1.954
H -2.477 3.809 -2.463
H -1.371 5.320 -1.436
H -0.280 4.946 -0.181
H -0.137 2.807 0.531
```

Computed properties:
Orbital gap: 7.86 eV
Net charge: +2

Atom charges from the Löwdin analysis, given in e for atoms 1 to 2: 0.947 -0.298

<b>
A structure of composition C29H45As2CaN9O2. Source: OMol25; level of theory: ωB97M-V/def2-TZVPD.

The geometry in XYZ format:
```
88
C29H45As2CaN9O2 ωB97M-V/def2-TZVPD
Ca -0.803 -0.439 0.308
C -1.109 -3.184 -3.249
As -0.525 -1.520 -2.379
C 1.323 -1.552 -3.034
C -1.235 -0.202 -3.647
C -1.720 -0.579 -4.898
C -2.176 0.365 -5.803
C -2.157 1.711 -5.467
C -1.677 2.097 -4.227
C -1.214 1.157 -3.307
As -0.394 1.763 -1.628
C -1.390 3.433 -1.328
C 1.195 2.558 -2.449
H -0.564 -3.332 -4.178
H -2.178 -3.162 -3.456
H -0.901 -4.032 -2.595
H 1.328 -1.450 -4.118
H 1.786 -2.501 -2.762
H 1.898 -0.740 -2.589
H -1.747 -1.624 -5.180
H -2.543 0.051 -6.772
H -2.506 2.456 -6.169
H -1.663 3.150 -3.974
H -1.117 4.183 -2.066
H -1.128 3.826 -0.345
H -2.465 3.263 -1.374
H 0.917 3.053 -3.377
H 1.934 1.788 -2.667
H 1.633 3.288 -1.768
O 4.900 5.899 0.610
C 3.626 5.508 0.692
O 2.741 6.306 0.817
C 3.327 4.035 0.631
C 2.125 3.623 1.203
C 1.718 2.311 1.104
C 2.512 1.372 0.442
C 3.721 1.778 -0.115
C 4.123 3.103 -0.023
N 2.036 0.049 0.340
C 2.834 -0.910 0.561
C 2.446 -2.317 0.407
C 3.445 -3.286 0.384
C 3.094 -4.614 0.203
C 1.752 -4.929 0.069
C 0.825 -3.896 0.115
N 1.148 -2.617 0.273
H 5.531 5.172 0.606
H 1.516 4.363 1.705
H 0.793 1.973 1.544
H 4.327 1.068 -0.665
H 5.046 3.402 -0.505
H 3.865 -0.734 0.880
H 4.483 -2.999 0.493
H 3.847 -5.389 0.167
H 1.427 -5.951 -0.067
H -0.235 -4.105 0.017
N -3.045 0.303 -0.497
C -4.077 -0.602 0.041
C -3.791 -2.019 -0.419
N -2.536 -2.496 0.193
H -3.201 1.233 -0.122
H -3.163 0.380 -1.506
H -5.086 -0.317 -0.266
H -4.027 -0.560 1.132
H -3.664 -2.021 -1.505
H -4.643 -2.660 -0.181
H -2.250 -3.350 -0.273
H -2.722 -2.746 1.160
C -0.137 -2.963 4.625
N -0.374 -1.539 4.810
C -0.759 -1.166 6.170
C -0.615 -0.778 3.710
N -0.717 -1.231 2.505
N -0.694 0.586 3.955
C -1.182 1.590 3.142
N -1.172 2.809 3.745
N -1.556 1.380 1.927
H 0.335 -3.356 5.521
H 0.547 -3.131 3.793
H -1.065 -3.520 4.458
H -0.115 -1.691 6.870
H -1.795 -1.444 6.380
H -0.645 -0.106 6.379
H -0.702 -2.243 2.483
H -0.373 0.880 4.858
H -1.058 2.910 4.739
H -1.594 3.590 3.274
H -1.896 2.241 1.509
```

Computed properties:
Orbital gap: 8.10 eV
Net charge: +2

Atom charges from the Löwdin analysis, given in e for atoms 1 to 2: 0.929 -0.290

From most stable to least stable, the computed energies give <b>, <a>.

<a>
The molecule C3H7NS. Source: OMol25; level of theory: ωB97M-V/def2-TZVPD.

The geometry in XYZ format:
```
12
C3H7NS ωB97M-V/def2-TZVPD
C -1.551 -0.524 0.128
C -0.498 0.458 -0.051
N 0.751 -0.320 -0.077
C 1.880 0.367 -0.036
S 3.388 -0.272 0.059
H -1.212 -1.103 0.934
H -1.466 -0.947 -0.824
H -2.544 -0.081 0.338
H -0.367 0.997 0.964
H -0.743 1.070 -0.892
H 0.594 -1.086 -0.674
H 1.768 1.441 0.129
```

Computed properties:
Orbital gap: 8.98 eV
Net charge: 0
Structure (SMILES): CCNC=S

Atom charges from the Löwdin analysis, given in e for atoms 1 to 2: -0.108 -0.298

<b>
A structure of composition C3H7NS. Source: OMol25; level of theory: ωB97M-V/def2-TZVPD.

The geometry in XYZ format:
```
12
C3H7NS ωB97M-V/def2-TZVPD
C -0.773 0.096 0.331
C 0.252 1.168 -0.110
C 0.039 -1.080 -0.099
H -2.883 0.679 0.328
H -2.363 -1.132 0.064
H -0.844 0.169 1.353
H -0.059 1.657 -1.069
H 0.588 2.006 0.673
H -0.347 -1.238 -1.145
H -0.252 -1.866 0.727
N -2.200 0.058 -0.223
S 1.528 -0.112 -0.006
```

Computed properties:
Orbital gap: 9.50 eV
Net charge: 0

Atom charges from the Löwdin analysis, given in e for atoms 1 to 2: -0.616 -0.435

<c>
The molecule C3H7NS. Source: OMol25; level of theory: ωB97M-V/def2-TZVPD.

The geometry in XYZ format:
```
12
C3H7NS ωB97M-V/def2-TZVPD
C -1.040 -1.170 -1.235
C -1.183 -0.713 0.184
C 0.250 0.042 0.526
N 0.474 -0.009 1.840
S 0.861 1.050 -0.674
H -0.928 -0.263 -1.891
H -0.133 -1.627 -1.664
H -1.958 -1.728 -1.371
H -1.958 -0.051 0.338
H -1.384 -1.576 0.944
H -0.088 -0.687 2.265
H 1.187 0.245 2.438
```

Computed properties:
Orbital gap: 8.92 eV
Net charge: 0
Structure (SMILES): CCC(N)=S

Atom charges from the Löwdin analysis, given in e for atoms 1 to 2: -0.204 -0.243

From most stable to least stable, the computed energies give <c>, <a>, <b>.

<a>
A cluster of 2 separate species, C4H9O in total. Source: OMol25; level of theory: ωB97M-V/def2-TZVPD.

The geometry in XYZ format:
```
14
C4H9O ωB97M-V/def2-TZVPD
C -3.044 -0.134 -0.067
O -2.043 0.672 -0.334
H -3.730 0.325 0.717
H -3.564 -0.317 -1.008
H -2.657 -1.127 0.302
C 0.594 -0.153 0.450
C 1.795 0.508 -0.151
C 3.044 -0.098 -0.298
H 0.388 0.481 1.338
H -0.278 0.222 -0.182
H 0.579 -1.268 0.565
H 1.799 1.570 -0.367
H 3.875 0.471 -0.374
H 3.243 -1.151 -0.591
```

Computed properties:
Orbital gap: 6.13 eV
Net charge: -1

Atom charges from the Löwdin analysis, given in e for atoms 1 to 2: -0.509 -0.438

<b>
A cluster of 2 separate species, C4H9O in total. Source: OMol25; level of theory: ωB97M-V/def2-TZVPD.

The geometry in XYZ format:
```
14
C4H9O ωB97M-V/def2-TZVPD
C 1.388 1.960 0.221
O 2.062 1.376 1.192
H 1.687 3.003 -0.085
H 1.281 1.460 -0.803
H 0.260 2.106 0.325
C -1.152 -1.302 -1.172
C -1.085 -0.992 0.305
C 0.037 -0.961 1.016
H -1.173 -2.368 -1.354
H -2.045 -0.777 -1.526
H -0.283 -0.829 -1.634
H -2.062 -0.892 0.779
H 0.111 -1.284 2.056
H 0.974 -0.501 0.678
```

Computed properties:
Orbital gap: 6.19 eV
Net charge: -1

Atom charges from the Löwdin analysis, given in e for atoms 1 to 2: -0.574 -0.398

<c>
A cluster of 2 separate species, C4H9O in total. Source: OMol25; level of theory: ωB97M-V/def2-TZVPD.

The geometry in XYZ format:
```
14
C4H9O ωB97M-V/def2-TZVPD
C 2.299 -0.556 1.124
O 1.503 -0.670 0.053
H 3.132 0.212 1.021
H 2.949 -1.472 1.319
H 1.796 -0.292 2.088
C -1.390 -0.661 -1.152
C -1.630 0.798 -0.805
C -0.923 1.346 0.184
H -1.623 -0.980 -2.172
H -2.038 -1.198 -0.455
H -0.325 -0.872 -1.011
H -2.355 1.405 -1.350
H -1.168 2.330 0.558
H -0.230 0.610 0.600
```

Computed properties:
Orbital gap: 6.48 eV
Net charge: -1

Atom charges from the Löwdin analysis, given in e for atoms 1 to 2: -0.509 -0.420

From most stable to least stable, the computed energies give <c>, <b>, <a>.

<a>
The ion C3H10IN2O with charge +1. Source: OMol25; level of theory: ωB97M-V/def2-TZVPD.

The geometry in XYZ format:
```
17
C3H10IN2O ωB97M-V/def2-TZVPD
C 0.239 -2.169 0.385
N -0.163 -0.818 0.133
C 0.744 0.074 -0.483
I 2.835 -0.159 0.033
C 0.205 1.702 -0.171
N 1.123 2.576 0.304
O -0.760 1.496 0.737
H 0.541 -2.638 -0.607
H 1.053 -2.095 1.055
H -0.537 -2.783 0.846
H -0.472 -0.533 1.104
H -0.970 -0.630 -0.395
H 0.784 0.094 -1.525
H -0.160 2.086 -1.067
H 1.535 2.390 1.212
H 2.028 2.590 -0.375
H -0.684 2.092 1.548
```

Computed properties:
Orbital gap: 10.37 eV
Net charge: +1
Structure (SMILES): C[NH2+][C@H](I)[C@H](N)O

Atom charges from the Löwdin analysis, given in e for atoms 1 to 2: -0.057 -0.089

<b>
A cluster of 2 separate species, C3H10IN2O in total. Source: OMol25; level of theory: ωB97M-V/def2-TZVPD.

The geometry in XYZ format:
```
17
C3H10IN2O ωB97M-V/def2-TZVPD
C 1.192 2.302 0.264
C -1.891 -1.430 0.328
C 1.375 -0.273 0.003
N -2.812 -2.255 -0.152
N 0.928 1.036 -0.616
O -1.290 -0.576 -0.268
I 3.600 -0.404 0.049
H 0.783 1.909 1.218
H 2.156 2.754 0.402
H 0.523 2.993 -0.155
H -1.815 -1.681 1.453
H 1.065 -0.390 0.983
H -3.005 -2.222 -1.131
H -3.119 -2.937 0.577
H 1.298 1.128 -1.542
H -0.070 1.053 -0.752
H 1.081 -1.008 -0.659
```

Computed properties:
Orbital gap: 10.06 eV
Net charge: +1

Atom charges from the Löwdin analysis, given in e for atoms 1 to 2: 0.035 -0.428

From most stable to least stable, the computed energies give <b>, <a>.